i | Density functional theory data (the ωB97M-V functional and the def2-TZVPD basis) for C19H16BCdF4N7OS2 as an isolated structure.

## Properties
Charge: -2
HOMO-LUMO gap, eV: 6.2
E_HOMO, Eh: -0.058
E_LUMO, eV: 4.6

```
51
Properties=species:S:1:pos:R:3:nbo_charge:R:1
Cd -0.126 0.643 0.476 1.6233
S 0.762 -0.353 2.755 -0.4339
C 2.340 0.364 2.667 -0.3164
C 3.413 -0.412 3.232 0.3078
N 4.264 -1.037 3.696 -0.4251
C 2.633 1.558 2.066 -0.3171
S 1.488 2.563 1.225 -0.4587
C 3.997 2.014 2.071 0.3046
N 5.091 2.381 2.071 -0.4122
O -2.171 -0.065 1.426 -0.7844
C -3.072 -0.916 1.180 0.4266
C -4.171 -1.084 2.093 -0.2651
C -5.166 -2.007 1.903 -0.2217
C -5.159 -2.848 0.778 -0.3432
C -4.129 -2.706 -0.131 -0.1612
C -3.099 -1.770 0.023 -0.2534
C -2.085 -1.640 -1.020 0.3956
N -0.941 -0.972 -0.995 -0.5917
C -0.350 -1.112 -2.237 -0.0620
C -1.133 -1.885 -3.025 -0.1256
N -2.224 -2.218 -2.244 -0.5322
H -4.161 -0.438 2.964 0.1984
H -5.966 -2.095 2.632 0.1847
H -5.932 -3.590 0.624 0.1860
H -4.122 -3.374 -0.987 0.1676
H 0.563 -0.605 -2.487 0.2578
H -1.047 -2.187 -4.053 0.2039
H -3.020 -2.747 -2.542 0.4026
C -0.962 5.030 1.489 -0.7255
C -1.467 3.784 0.930 0.3318
N -1.777 2.763 0.511 -0.3530
H -0.606 5.672 0.686 0.2495
H -0.129 4.797 2.150 0.2835
H -1.749 5.539 2.046 0.2278
C 2.578 -2.411 0.620 -0.6773
C 2.939 -1.232 -0.214 0.3766
N 2.169 -0.220 -0.526 -0.5371
C 2.921 0.631 -1.310 -0.0700
C 4.161 0.110 -1.489 -0.1222
N 4.162 -1.082 -0.789 -0.5354
H 1.571 -2.274 1.006 0.2760
H 3.252 -2.513 1.473 0.2356
H 2.616 -3.327 0.022 0.2015
H 2.514 1.562 -1.671 0.2531
H 5.031 0.475 -2.007 0.2035
H 4.945 -1.695 -0.662 0.4023
F -0.964 2.545 -3.882 -0.5772
B 0.267 2.192 -3.294 1.3552
F 1.162 3.279 -3.341 -0.5780
F 0.831 1.086 -3.976 -0.5833
F 0.056 1.824 -1.932 -0.5922
```

ii | Density functional theory data (the ωB97M-V functional and the def2-TZVPD basis) for C19H16BCdF4N7OS2 as an isolated structure.

## Properties
Charge: -2
HOMO-LUMO gap, eV: 5.8
E_HOMO, Eh: -0.051
E_LUMO, eV: 4.4

```
51
Properties=species:S:1:pos:R:3:nbo_charge:R:1
Cd -1.022 -0.368 0.142 1.5888
S -3.603 -0.278 0.243 -0.4004
C -3.878 -0.385 -1.467 -0.3206
C -5.066 0.266 -1.952 0.3033
N -6.032 0.772 -2.329 -0.4093
C -3.075 -1.031 -2.369 -0.3327
S -1.609 -1.872 -1.980 -0.4477
C -3.421 -0.979 -3.763 0.3049
N -3.675 -0.928 -4.888 -0.4202
O 1.056 -0.515 -1.251 -0.7910
C 2.298 -0.714 -1.137 0.4208
C 3.090 -1.135 -2.259 -0.2755
C 4.449 -1.320 -2.176 -0.2209
C 5.131 -1.112 -0.968 -0.3443
C 4.396 -0.729 0.138 -0.1660
C 3.014 -0.531 0.093 -0.2407
C 2.285 -0.134 1.294 0.3753
N 0.978 -0.130 1.514 -0.5646
C 0.789 0.276 2.823 -0.0709
C 1.986 0.536 3.400 -0.1259
N 2.926 0.276 2.423 -0.5318
H 2.556 -1.304 -3.187 0.2016
H 5.001 -1.639 -3.054 0.1857
H 6.202 -1.261 -0.898 0.1864
H 4.927 -0.595 1.077 0.1675
H -0.190 0.362 3.251 0.2607
H 2.251 0.887 4.382 0.2067
H 3.917 0.378 2.519 0.4015
C -1.321 -5.041 1.579 -0.7139
C -1.118 -3.601 1.677 0.3269
N -0.991 -2.466 1.753 -0.3448
H -0.393 -5.523 1.277 0.2443
H -2.087 -5.243 0.831 0.2621
H -1.641 -5.438 2.540 0.2402
C -0.430 1.500 -3.088 -0.6842
C -0.557 2.314 -1.849 0.3996
N -0.967 1.897 -0.675 -0.5599
C -0.969 2.981 0.176 -0.0709
C -0.552 4.082 -0.500 -0.1343
N -0.295 3.644 -1.788 -0.5309
H -0.043 0.514 -2.830 0.3074
H 0.248 1.982 -3.798 0.1943
H -1.405 1.372 -3.564 0.2398
H -1.282 2.877 1.205 0.2583
H -0.421 5.108 -0.204 0.2022
H 0.028 4.205 -2.554 0.4020
F -2.430 0.433 4.809 -0.5796
B -2.314 1.610 4.044 1.3492
F -1.239 2.390 4.553 -0.5900
F -3.502 2.354 4.089 -0.5730
F -2.002 1.259 2.696 -0.5855
```

What should be chosen as the least stable of them? Choose ii.

i | Density functional theory data (the ωB97M-V functional and the def2-TZVPD basis) for one molecule with the formula C7H15N.

## Properties
HOMO-LUMO gap, eV: 9.3
SMILES: CCCN1CCCC1
E_HOMO, Eh: -0.299
E_LUMO, eV: 1.1

```
23
Properties=species:S:1:pos:R:3:nbo_charge:R:1
C 1.317 -0.755 -1.511 -0.4280
C 1.284 -2.043 -2.280 -0.6105
C -0.035 0.012 -1.244 -0.2113
N -0.658 -0.082 0.112 -0.4496
C -1.622 1.019 0.405 -0.2303
C -1.220 1.655 1.708 -0.4374
C -0.413 0.652 2.457 -0.4118
C 0.318 -0.049 1.238 -0.2249
H 2.071 -0.058 -1.886 0.2105
H 1.845 -1.011 -0.579 0.2105
H 0.735 -2.813 -1.681 0.2081
H 2.311 -2.401 -2.374 0.2107
H 0.961 -2.049 -3.321 0.2062
H -0.691 -0.453 -1.999 0.1907
H -0.160 1.155 -1.543 0.1650
H -2.531 0.402 0.403 0.2053
H -1.632 1.756 -0.445 0.1847
H -2.140 1.825 2.267 0.2156
H -0.844 2.708 1.607 0.2131
H -1.027 -0.071 2.970 0.2056
H 0.241 1.170 3.161 0.2167
H 1.269 0.502 1.044 0.1678
H 0.620 -1.069 1.489 0.1934
```

ii | Density functional theory data (the ωB97M-V functional and the def2-TZVPD basis) for one molecule with the formula C7H15N.

## Properties
HOMO-LUMO gap, eV: 9.6
SMILES: C=C(CC)C[C@@H](C)N
E_HOMO, Eh: -0.314
E_LUMO, eV: 1.1

```
23
Properties=species:S:1:pos:R:3:nbo_charge:R:1
C 1.597 -1.482 0.466 -0.6187
C 0.218 -1.617 -0.184 -0.0177
C -0.638 -0.519 0.480 -0.4713
C -0.579 0.884 0.003 0.0022
C -1.127 0.977 -1.267 -0.4167
C 0.017 1.914 0.753 -0.4497
C 0.466 3.031 -0.160 -0.6292
N -0.384 -2.948 -0.106 -0.8692
H 2.274 -1.824 -0.225 0.2084
H 1.742 -0.427 0.815 0.2110
H 1.675 -2.285 1.227 0.1956
H 0.307 -1.296 -1.325 0.1804
H -1.672 -0.920 0.301 0.2274
H -0.624 -0.607 1.581 0.2041
H -1.221 1.992 -1.896 0.1994
H -1.508 0.105 -1.710 0.1901
H -0.774 2.245 1.591 0.2351
H 0.953 1.436 1.354 0.2067
H 1.019 2.666 -1.154 0.2261
H -0.287 3.808 -0.304 0.2230
H 1.506 3.450 0.252 0.2135
H -0.568 -3.391 -0.970 0.3823
H 0.135 -3.442 0.665 0.3671
```

What should be chosen as the least stable of them? Choose ii.

i | Density functional theory data (the ωB97M-V functional and the def2-TZVPD basis) for C7H15N as an isolated structure.

## Properties
HOMO-LUMO gap, eV: 8.1
E_HOMO, Eh: -0.277
E_LUMO, eV: 0.5

```
23
Properties=species:S:1:pos:R:3:nbo_charge:R:1
C -1.759 -2.146 -0.774 -0.6001
C -0.986 -0.880 -1.164 -0.1206
C -0.956 0.124 0.016 -0.4636
C 0.476 0.197 0.507 -0.2603
C 0.822 0.918 1.623 0.0951
C 2.110 0.737 2.380 -0.6709
C 1.288 1.333 -0.221 -0.6361
N -1.743 -0.220 -2.428 -0.8203
H -1.425 -2.649 0.135 0.2067
H -1.695 -2.865 -1.595 0.1995
H -2.814 -1.881 -0.690 0.2106
H 0.034 -1.268 -1.289 0.1992
H -1.631 -0.262 0.780 0.2169
H -1.379 1.077 -0.329 0.2144
H 0.152 1.649 2.104 0.1721
H 2.815 1.563 2.257 0.2261
H 1.764 0.793 3.414 0.2361
H 2.569 -0.209 2.115 0.2369
H 2.352 1.088 -0.186 0.2284
H 1.081 1.314 -1.300 0.2423
H 1.210 2.413 0.007 0.1806
H -0.748 0.059 -2.184 0.3768
H -1.535 -0.885 -3.178 0.3302
```

ii | Density functional theory data (the ωB97M-V functional and the def2-TZVPD basis) for one molecule with the formula C7H15N.

## Properties
HOMO-LUMO gap, eV: 9.8
SMILES: C/C=N\C(C)(C)CC
E_HOMO, Eh: -0.325
E_LUMO, eV: 1.0

```
23
Properties=species:S:1:pos:R:3:nbo_charge:R:1
C -0.223 -0.094 0.089 0.0823
C -1.560 -0.629 0.653 -0.3842
C -0.025 1.368 0.511 -0.6183
C -0.199 -0.227 -1.439 -0.6164
C -2.832 -0.026 0.069 -0.6161
C 2.971 -0.006 -0.080 -0.6997
C 2.007 -0.924 0.620 0.1596
N 0.760 -0.971 0.699 -0.4236
H -1.567 -1.708 0.489 0.2102
H -1.546 -0.468 1.732 0.2033
H 2.516 -1.708 1.183 0.1585
H 0.880 1.790 0.085 0.2038
H 0.044 1.431 1.595 0.2145
H -0.866 1.969 0.179 0.2106
H -0.455 -1.245 -1.724 0.2146
H -0.915 0.458 -1.887 0.2115
H 0.786 -0.001 -1.839 0.2051
H -3.697 -0.447 0.578 0.2138
H -2.926 -0.250 -0.990 0.2008
H -2.861 1.052 0.201 0.1974
H 2.494 0.707 -0.744 0.2126
H 3.539 0.539 0.674 0.2313
H 3.675 -0.608 -0.652 0.2283
```

What should be chosen as the least stable of them? Choose i.